Run a
Below is a 2-piece molecular cluster, C5H14NO2 overall, with properties calculated with ωB97M-V/def2-TZVPD.

Kohn-Sham gap (spin up / spin down): 2.339 / 7.330 eV
net charge: -2
HOMO level (spin up / spin down): 3.9 / -1.1 eV
multiplicity: 2

```
22
Properties=species:S:1:pos:R:3:lowdin_spin:R:1
C -1.386 -1.304 0.722 0.0010
O -2.264 -1.953 -0.116 0.0002
C -0.135 -0.721 -0.019 0.0039
C 0.650 0.315 0.815 0.0242
C 1.094 1.515 -0.074 0.0642
C 2.116 2.432 0.624 0.4984
N 0.738 -1.883 -0.284 0.0029
H -0.960 -2.010 1.472 0.0002
H -1.824 -0.464 1.303 0.0007
H -0.576 -0.359 -0.952 0.0002
H 1.462 -0.218 1.281 0.0119
H 0.008 0.814 1.539 0.0097
H 0.179 2.003 -0.379 0.0170
H 1.611 1.155 -0.971 0.0245
H 1.739 2.949 1.517 0.1056
H 2.517 3.187 -0.055 0.1428
H 2.908 1.782 1.016 0.0858
H 0.139 -2.689 -0.415 0.0007
H 1.362 -1.756 -1.069 0.0053
H -2.631 -1.058 -1.315 0.0001
H -3.835 -0.985 -2.370 0.0000
O -2.910 -0.753 -2.270 0.0007
```

Run b
Below is a 2-piece molecular cluster, C5H14NO2 overall, with properties calculated with ωB97M-V/def2-TZVPD.

Kohn-Sham gap (spin up / spin down): 2.434 / 6.822 eV
net charge: -2
HOMO level (spin up / spin down): 4.1 / -0.3 eV
multiplicity: 2

```
22
Properties=species:S:1:pos:R:3:lowdin_spin:R:1
C -0.957 0.125 -0.615 0.0077
O -2.215 -0.312 -0.931 0.0039
C -0.175 -1.000 0.027 0.0038
C 1.228 -0.737 0.545 0.0505
C 1.417 0.536 1.422 0.2202
C 1.462 1.863 0.652 0.2791
N -0.923 -1.854 0.984 0.0043
H -1.110 0.962 0.086 0.0051
H -0.478 0.401 -1.586 0.0021
H -0.064 -1.836 -0.738 0.0007
H 1.842 -0.583 -0.356 0.0140
H 1.787 -1.503 1.119 0.0284
H 2.068 0.581 2.347 0.1334
H 0.449 0.610 1.977 0.0276
H 2.443 2.102 0.291 0.0874
H 1.327 2.724 1.340 0.1092
H 0.662 2.047 -0.054 0.0101
H -1.004 -1.262 1.835 0.0090
H -1.918 -1.878 0.754 0.0005
H -2.357 0.304 -2.857 0.0003
H -1.608 -0.968 -2.796 0.0003
O -1.875 -0.320 -3.446 0.0024
```

Preferred: run a; penalty for the next structure: 123.0 kJ/mol.

Run a
Below is an isolated ion of composition C6H16N and charge +1, with properties calculated with ωB97M-V/def2-TZVPD.

SMILES: CCCCCC[NH3+]
Kohn-Sham gap: 10.301 eV
net charge: +1
HOMO level: -14.0 eV
multiplicity: 1

```
23
Properties=species:S:1:pos:R:3:lowdin_charge:R:1
C 0.480 -2.041 2.115 -0.1034
C 1.115 -0.661 2.140 -0.2719
C 0.417 0.390 1.303 -0.2117
C 0.644 0.227 -0.214 -0.2028
C -0.568 -0.267 -1.008 -0.1837
C -1.402 0.869 -1.551 -0.1495
N -0.696 1.603 -2.664 0.2030
H 0.702 -2.615 1.203 0.0763
H 0.796 -2.647 2.954 0.0740
H -0.602 -1.979 2.113 0.0674
H 2.193 -0.706 1.936 0.1149
H 1.198 -0.348 3.188 0.1115
H -0.656 0.390 1.493 0.1105
H 0.776 1.358 1.630 0.1074
H 1.077 1.166 -0.608 0.1055
H 1.533 -0.386 -0.379 0.1170
H -0.288 -0.932 -1.823 0.1236
H -1.204 -0.807 -0.318 0.1204
H -1.674 1.599 -0.789 0.1388
H -2.377 0.539 -1.917 0.1363
H -0.350 2.523 -2.392 0.1739
H 0.143 1.063 -2.899 0.1670
H -1.258 1.662 -3.514 0.1756
```

Run b
Below is an isolated ion of composition C6H16N and charge +1, with properties calculated with ωB97M-V/def2-TZVPD.

SMILES: CC[C@H](C)[C@@H](C)[NH3+]
Kohn-Sham gap: 11.959 eV
net charge: +1
HOMO level: -15.3 eV
multiplicity: 1

```
23
Properties=species:S:1:pos:R:3:lowdin_charge:R:1
C -1.217 -1.706 -0.073 -0.0611
C -0.116 -0.962 0.604 -0.2489
C -0.313 0.557 0.569 -0.3563
C 0.178 1.143 1.913 -0.0559
C 0.135 1.471 -0.528 -0.2175
C -0.067 1.032 -1.991 -0.0725
N 1.185 -1.299 -0.258 0.2275
H -1.021 -2.778 -0.054 0.0920
H -1.583 -1.473 -1.078 0.0996
H -2.173 -1.630 0.460 0.1095
H 0.081 -1.528 1.510 0.1539
H -1.409 0.641 0.621 0.1496
H -0.014 0.612 2.838 0.0819
H -0.308 2.102 2.124 0.0951
H 1.259 1.306 1.864 0.0845
H 1.173 1.798 -0.354 0.1185
H -0.362 2.433 -0.397 0.1310
H 0.234 0.020 -2.262 0.0471
H 0.500 1.646 -2.692 0.0877
H -1.115 1.141 -2.272 0.0903
H 0.997 -0.998 -1.217 0.1164
H 1.458 -2.272 -0.212 0.1600
H 2.003 -0.832 0.131 0.1677
```

Run c
Below is an isolated ion of composition C6H16N and charge +1, with properties calculated with ωB97M-V/def2-TZVPD.

SMILES: CC(C)C[C@@H](C)[NH3+]
Kohn-Sham gap: 11.742 eV
net charge: +1
HOMO level: -15.1 eV
multiplicity: 1

```
23
Properties=species:S:1:pos:R:3:lowdin_charge:R:1
C -2.422 0.064 0.894 -0.0208
C -0.894 0.127 0.669 -0.3346
C -0.480 -0.404 -0.676 -0.1558
C 0.917 -0.085 -1.188 -0.4055
C 1.001 1.382 -1.669 -0.0482
C 2.061 -0.450 -0.242 -0.0708
N -0.201 -0.626 1.796 0.2255
H -2.864 0.866 0.322 0.0958
H -2.618 0.194 1.958 0.0888
H -2.808 -0.880 0.512 0.0952
H -0.617 1.170 0.839 0.1489
H -0.608 -1.487 -0.643 0.1336
H -1.237 -0.122 -1.410 0.1389
H 1.065 -0.672 -2.100 0.1408
H 0.482 2.042 -0.963 0.0745
H 2.026 1.711 -1.725 0.0816
H 0.435 1.485 -2.592 0.0880
H 2.099 0.219 0.621 0.0871
H 2.988 -0.457 -0.807 0.0998
H 1.971 -1.450 0.108 0.0672
H -0.084 -0.012 2.603 0.1775
H 0.754 -0.863 1.505 0.1142
H -0.669 -1.492 2.069 0.1782
```

Preferred: run c; penalty for the next structure: 46.9 kJ/mol.

Run a
Below is C9H9N3 in the gas phase, with properties calculated with ωB97M-V/def2-TZVPD.

SMILES: Cc1nccc2nc(N)ccc12
Kohn-Sham gap: 8.906 eV
HOMO level: -9.0 eV
multiplicity: 1

```
21
Properties=species:S:1:pos:R:3:lowdin_charge:R:1
C 0.589 -2.916 -0.577 -0.0814
C 1.081 -1.486 -0.296 -0.2810
C 2.802 0.068 -0.100 -0.1127
C 1.920 1.095 0.152 0.0152
C 0.487 0.730 0.176 -0.2494
C -1.774 1.397 0.361 -0.4653
C -2.333 0.142 -0.252 0.0449
C -1.333 -0.873 -0.049 0.0421
C 0.109 -0.533 0.014 -0.1696
H -0.052 -3.144 -1.494 0.0877
H 1.337 -3.795 -0.583 0.0935
H -0.134 -3.420 0.180 0.0946
H 3.847 0.148 0.000 0.0804
H 2.153 2.199 0.208 0.1221
H -2.252 2.939 1.491 0.2024
H -3.394 1.624 1.097 0.1167
H -3.394 0.219 -0.345 0.0873
H -1.411 -1.847 -0.541 0.0782
N 2.402 -1.264 -0.370 0.1025
N -0.486 1.673 0.317 0.1404
N -2.771 2.352 0.543 0.0516
```

Run b
Below is C9H9N3 in the gas phase, with properties calculated with ωB97M-V/def2-TZVPD.

SMILES: NCc1cccc2nccnc12
Kohn-Sham gap: 8.728 eV
HOMO level: -8.9 eV
multiplicity: 1

```
21
Properties=species:S:1:pos:R:3:lowdin_charge:R:1
N 0.405 0.128 3.045 0.0091
C -0.641 -0.401 2.148 -0.2372
C -0.634 0.195 0.766 -0.1685
C -1.296 1.361 0.499 -0.0354
C -1.280 1.954 -0.781 -0.0704
C -0.576 1.388 -1.794 -0.0248
C 0.125 0.188 -1.567 -0.2124
N 0.821 -0.374 -2.596 0.1247
C 1.455 -1.477 -2.331 -0.1171
C 1.449 -2.071 -1.040 -0.1110
N 0.787 -1.562 -0.043 0.1332
C 0.099 -0.412 -0.283 -0.1681
H 0.277 1.133 3.125 0.0612
H 1.300 0.020 2.577 0.0636
H -1.608 -0.207 2.612 0.1106
H -0.499 -1.477 2.088 0.1005
H -1.860 1.835 1.294 0.1147
H -1.814 2.880 -0.940 0.1051
H -0.536 1.832 -2.779 0.1134
H 2.023 -1.945 -3.129 0.1039
H 2.002 -2.988 -0.870 0.1047
```

Preferred: run b; penalty for the next structure: 286.7 kJ/mol.

Run a
Below is C6H6F2 as an isolated structure, with properties calculated with ωB97M-V/def2-TZVPD.

Kohn-Sham gap: 10.284 eV
HOMO level: -9.5 eV
multiplicity: 1

```
14
Properties=species:S:1:pos:R:3:lowdin_charge:R:1
C 0.038 1.153 0.257 -0.1442
C -0.809 0.171 -0.011 -0.1110
C 1.236 0.147 0.065 -0.2417
C 2.514 0.026 0.167 0.0496
C 0.250 -0.893 -0.338 -0.0669
C -2.296 0.085 -0.177 -0.1643
F 0.150 2.329 0.848 0.1153
F -2.778 -0.659 0.849 -0.0260
H 3.005 -0.975 -0.032 0.0908
H 3.286 0.758 0.377 0.0593
H 0.248 -1.630 0.369 0.0955
H 0.412 -1.308 -1.262 0.0974
H -2.499 -0.367 -1.062 0.0833
H -2.756 1.162 -0.050 0.1629
```

Run b
Below is C6H6F2 in the gas phase, with properties calculated with ωB97M-V/def2-TZVPD.

SMILES: FC1=CCC(F)=CC1
Kohn-Sham gap: 10.178 eV
HOMO level: -9.2 eV
multiplicity: 1

```
14
Properties=species:S:1:pos:R:3:lowdin_charge:R:1
C 0.928 0.912 -0.006 -0.2470
C 1.325 -0.302 -0.460 -0.0406
C 0.396 -1.369 -0.519 -0.1428
C -0.919 -0.941 0.077 -0.2911
C -1.303 0.194 0.584 -0.0083
C -0.316 1.353 0.557 -0.1177
H 2.318 -0.383 -0.985 0.1474
H 0.231 -1.766 -1.566 0.1521
H 0.873 -2.185 -0.047 0.1097
H -2.388 0.293 0.929 0.1541
H -0.270 1.682 1.578 0.1215
H -0.826 2.103 0.017 0.1146
F 1.893 1.910 -0.069 0.0110
F -1.960 -1.779 -0.078 0.0372
```

Preferred: run b; penalty for the next structure: 175.3 kJ/mol.

Run a
Below is C15H20N2O3S in the gas phase, with properties calculated with ωB97M-V/def2-TZVPD.

SMILES: CCCOc1ccc(-n2c(O)cc(SCCN)c2O)cc1
Kohn-Sham gap: 8.058 eV
HOMO level: -7.5 eV
multiplicity: 1

```
41
Properties=species:S:1:pos:R:3:lowdin_charge:R:1
O -0.627 -2.997 -1.064 0.0977
O -1.666 1.753 -1.431 0.0472
O 2.893 0.780 3.087 -0.0789
S -3.517 0.701 -3.500 0.9319
C -2.017 -1.568 -2.391 -0.0449
C -2.420 -0.194 -2.405 -0.4879
C -1.152 -1.801 -1.399 -0.3363
C -1.686 0.395 -1.447 -0.3473
C 0.621 1.037 2.323 0.0277
C 2.021 -0.701 1.491 -0.0289
C -0.363 0.796 1.285 0.0494
C 1.163 -0.948 0.481 -0.0420
C 1.815 0.340 2.349 -0.3361
C 0.017 -0.194 0.319 -0.1317
N -0.892 -0.556 -0.801 0.1018
N -2.185 3.062 -5.737 0.0117
C 2.418 -1.570 6.094 -0.1063
C 3.076 0.281 4.475 -0.1576
C -2.649 0.626 -5.147 -0.4262
C -1.658 1.802 -5.328 -0.3722
C 2.490 -1.125 4.642 -0.2584
H -0.234 -2.929 -0.218 0.0699
H -2.018 2.022 -2.263 0.0212
H -2.381 -2.407 -3.063 0.1420
H 0.379 1.815 2.996 0.1039
H 3.014 -1.169 1.434 0.1415
H -1.314 1.353 1.212 0.1218
H 1.346 -1.691 -0.318 0.1331
H -2.849 3.315 -5.107 0.0120
H -2.689 2.903 -6.631 0.0932
H 3.381 -1.807 6.554 0.0851
H 1.988 -0.779 6.619 0.0523
H 1.779 -2.384 6.107 0.0494
H 4.186 0.259 4.770 0.1475
H 2.514 0.971 5.168 0.1272
H -2.089 -0.343 -5.203 0.0897
H -3.282 0.605 -5.974 0.0386
H -0.880 1.536 -6.060 0.1123
H -1.173 1.791 -4.343 0.0923
H 1.425 -1.172 4.346 0.1177
H 3.216 -1.805 4.080 0.1364
```

Run b
Below is C15H20N2O3S in the gas phase, with properties calculated with ωB97M-V/def2-TZVPD.

SMILES: CCOc1ccc(C(=O)N2CCN=C2SC)cc1OCC
Kohn-Sham gap: 8.989 eV
HOMO level: -8.4 eV
multiplicity: 1

```
41
Properties=species:S:1:pos:R:3:lowdin_charge:R:1
C 3.691 1.566 2.495 -0.0573
C 3.180 2.906 1.976 -0.2347
H 3.504 3.064 0.945 0.1115
H 3.564 3.720 2.599 0.1237
O 1.774 3.035 2.098 -0.0339
C 0.913 2.208 1.445 -0.1927
C -0.338 2.097 2.047 0.0166
C -1.349 1.334 1.500 -0.0139
C -1.104 0.622 0.338 -0.1509
C 0.132 0.732 -0.290 0.0290
C 1.140 1.535 0.225 -0.1740
O 2.360 1.696 -0.376 -0.0773
C 2.585 1.203 -1.682 -0.2367
C 1.885 2.029 -2.756 -0.0558
H 2.141 1.641 -3.738 0.0792
H 2.206 3.065 -2.690 0.0818
H 0.805 1.998 -2.634 0.0706
H 2.308 0.144 -1.755 0.1160
H 3.669 1.277 -1.805 0.1267
H 0.281 0.204 -1.218 0.1180
C -2.179 -0.214 -0.269 -0.4190
O -3.205 0.238 -0.738 0.0119
N -1.941 -1.554 -0.263 -0.0030
C -2.859 -2.500 -0.735 -0.6322
N -2.529 -3.714 -0.546 0.0366
C -1.258 -3.750 0.140 -0.1752
H -1.384 -4.280 1.087 0.1085
H -0.542 -4.308 -0.467 0.1079
C -0.832 -2.272 0.343 -0.0962
H 0.105 -2.045 -0.169 0.1123
H -0.732 -2.003 1.397 0.1281
S -4.306 -1.964 -1.498 0.9922
C -4.983 -3.608 -1.895 -0.3789
H -4.296 -4.128 -2.552 0.0310
H -5.113 -4.169 -0.977 0.0306
H -5.936 -3.442 -2.385 0.0273
H -2.315 1.278 1.975 0.1225
H -0.494 2.646 2.962 0.1234
H 3.336 1.398 3.510 0.0805
H 4.777 1.564 2.494 0.0773
H 3.339 0.755 1.863 0.0687
```

Preferred: run b; penalty for the next structure: 236.3 kJ/mol.

Run a
Below is C3H4O5 as an isolated structure, with properties calculated with ωB97M-V/def2-TZVPD.

Kohn-Sham gap: 10.018 eV
HOMO level: -10.3 eV
multiplicity: 1

```
12
Properties=species:S:1:pos:R:3:lowdin_charge:R:1
C 0.038 0.091 -0.650 -0.1915
C -1.466 -0.366 -0.100 -0.5301
C 0.850 1.308 -0.096 -0.4225
H 0.741 -1.341 0.469 0.2470
H -0.402 0.160 -1.774 0.1982
H -0.797 -2.206 -0.003 0.1689
H 1.474 1.344 2.060 0.2753
O 0.902 -1.084 -0.724 -0.1128
O -1.627 -1.619 0.225 0.1197
O -2.214 0.510 0.113 0.1495
O 1.179 0.840 1.094 0.0224
O 1.321 2.362 -0.615 0.0760
```

Run b
Below is C3H4O5 in the gas phase, with properties calculated with ωB97M-V/def2-TZVPD.

SMILES: O=C1O[C@H](O)[C@@H](O)O1
Kohn-Sham gap: 11.326 eV
HOMO level: -11.2 eV
multiplicity: 1

```
12
Properties=species:S:1:pos:R:3:lowdin_charge:R:1
O -0.028 1.860 2.205 0.2071
C -0.112 1.397 1.120 -0.5156
O -1.253 0.956 0.508 0.1175
C -0.881 -0.208 -0.206 -0.2860
O -1.164 -1.329 0.591 0.0457
C 0.655 -0.030 -0.400 -0.3144
O 1.123 0.012 -1.704 0.0669
O 0.914 1.217 0.229 0.1238
H -1.477 -0.243 -1.120 0.1695
H -0.459 -1.985 0.516 0.1008
H 1.179 -0.801 0.187 0.1691
H 1.502 -0.848 -1.926 0.1156
```

Preferred: run b; penalty for the next structure: 272.6 kJ/mol.